Formula: C24H74O24
Source: the Open Molecules 2025 dataset
Level of theory: wB97M-V/def2-TZVPD

Spin multiplicity   2
HOMO-LUMO gap (spin up / spin down)   0.3607 / 0.1641 hartree
LUMO level (spin up / spin down)   -1.91 / -7.25 eV
HOMO level (spin up / spin down)   -11.72 / -11.72 eV
Total charge   +1
Strongest force on any atom   0.0677 hartree/bohr

Each line ends with the Mulliken spin population.
Cartesian coordinates (Å):
C: -3.378 1.939 0.470  0.00
O: -3.205 2.839 -0.627  0.00
H: -2.728 2.184 1.309  0.00
H: -4.402 1.984 0.842  0.00
H: -3.228 0.977 -0.019  0.00
H: -3.847 3.548 -0.552  0.00
C: -0.060 5.305 -0.439  0.00
O: -0.943 5.722 0.688  0.00
H: -0.702 4.764 -1.134  0.00
H: 0.620 6.082 -0.788  0.00
H: 0.536 4.472 -0.068  0.00
H: -1.814 5.521 0.337  0.00
C: 0.803 -0.640 5.080  0.00
C: -0.516 0.047 5.008  0.00
O: -0.104 1.417 5.247  0.00
O: 1.889 -0.302 4.145  0.00
H: 0.780 -1.711 4.877  0.00
H: 1.334 -0.560 6.028  0.00
H: -1.211 -0.327 5.760  0.00
H: -0.976 0.032 4.020  0.00
H: -0.909 1.939 5.217  0.00
H: 1.933 0.657 4.180  0.00
C: 3.997 -0.102 -3.121  0.01
C: 4.198 0.218 -1.661  0.00
O: 5.590 0.470 -1.288  0.00
O: 4.374 0.845 -4.036  0.00
H: 2.944 -0.265 -3.348  0.02
H: 4.526 -1.018 -3.386  0.00
H: 3.956 -0.663 -1.068  0.00
H: 3.466 0.920 -1.263  0.00
H: 5.599 0.615 -0.339  0.00
H: 5.312 1.048 -4.025  0.00
C: 0.218 1.484 -0.120  0.00
C: 0.588 0.307 0.790  0.00
O: 1.265 -0.747 0.133  0.01
O: -0.705 1.113 -1.090  0.00
H: 1.134 1.810 -0.614  0.00
H: -0.087 2.407 0.374  0.00
H: -0.370 -0.119 1.090  0.00
H: 1.245 0.617 1.603  0.00
H: 1.318 -1.508 0.715  0.00
H: -1.252 1.887 -1.239  0.00
C: 4.471 -2.425 3.110  0.00
C: 3.501 -2.126 2.024  0.00
O: 2.156 -2.381 2.427  0.00
O: 4.521 -1.494 4.161  0.00
H: 5.453 -2.655 2.696  0.00
H: 4.118 -3.312 3.635  0.00
H: 3.587 -2.778 1.154  0.00
H: 3.539 -1.100 1.660  0.00
H: 1.983 -1.662 3.039  0.00
H: 3.656 -1.189 4.447  0.00
C: -0.832 -4.583 -0.234  0.00
C: -0.274 -3.849 1.108  0.00
O: -1.204 -3.818 2.242  0.00
O: -1.902 -3.904 -0.942  0.00
H: -1.230 -5.549 0.075  0.00
H: -0.056 -4.831 -0.958  0.00
H: 0.063 -2.814 1.066  0.00
H: 0.573 -4.357 1.570  0.00
H: -2.083 -4.076 1.956  0.00
H: -2.699 -3.933 -0.408  0.00
C: 0.185 3.956 -4.438  0.00
C: 0.458 5.431 -4.004  0.00
O: 1.816 5.636 -3.766  0.00
O: 0.381 3.159 -3.272  0.00
H: 0.861 3.671 -5.245  0.00
H: -0.853 3.829 -4.747  0.00
H: -0.270 5.759 -3.261  0.00
H: 0.290 5.997 -4.921  0.00
H: 2.050 6.562 -3.866  0.00
H: 1.176 3.536 -2.888  0.00
C: 3.562 -5.066 -1.487  0.00
C: 3.471 -5.949 -0.237  0.00
O: 3.393 -5.202 0.899  0.00
O: 2.510 -4.082 -1.494  0.00
H: 3.452 -5.595 -2.434  0.00
H: 4.478 -4.483 -1.391  0.00
H: 4.402 -6.505 -0.350  0.00
H: 2.601 -6.600 -0.324  0.00
H: 3.917 -5.688 1.540  0.00
H: 2.392 -3.614 -0.664  0.00
C: -0.470 4.040 3.416  0.00
C: -1.683 4.695 4.189  0.00
O: -2.019 3.778 5.245  0.00
O: 0.729 4.217 4.233  0.00
H: -0.460 4.250 2.346  0.00
H: -0.563 2.956 3.479  0.00
H: -2.555 4.843 3.552  0.00
H: -1.429 5.624 4.698  0.00
H: -2.196 4.170 6.103  0.00
H: 0.807 3.433 4.782  0.00
C: 0.399 -0.702 -3.302  0.02
C: 0.137 -0.646 -4.732  0.05
O: -0.335 -1.832 -5.354  0.05
O: -0.652 -1.212 -2.495  0.69
H: 0.714 0.259 -2.896  0.01
H: 1.240 -1.387 -3.188  0.11
H: 0.970 -0.229 -5.297  -0.01
H: -0.582 0.143 -4.954  0.02
H: 0.428 -2.030 -5.902  0.00
H: -0.593 -0.724 -1.671  -0.01
C: -3.468 0.341 -3.420  0.01
C: -4.279 -0.445 -2.427  0.00
O: -3.359 -1.385 -1.896  0.04
O: -3.138 -0.510 -4.562  0.00
H: -2.617 0.904 -3.036  0.00
H: -4.172 1.122 -3.706  0.00
H: -5.071 -1.040 -2.881  0.00
H: -4.744 0.281 -1.761  0.00
H: -3.557 -1.627 -0.988  0.00
H: -3.377 0.096 -5.267  0.00
C: -4.216 -2.499 1.260  0.00
C: -5.647 -1.823 1.074  0.00
O: -5.846 -0.797 1.959  0.00
O: -3.232 -1.538 0.787  0.00
H: -4.227 -3.455 0.738  0.00
H: -4.054 -2.812 2.291  0.00
H: -6.395 -2.615 1.120  0.00
H: -5.846 -1.589 0.028  0.00
H: -6.612 -0.270 1.719  0.00
H: -2.835 -1.109 1.549  0.00